Version P
# C12H36BO10SV

A structure of composition C12H36BO10SV (ωB97M-V/def2-TZVPD, the OMol25 dataset).

CARTESIAN COORDINATES (ANGSTROEM)
O1 10.099 15.504 20.490
V1 9.026 14.668 21.366
O2 8.808 15.411 22.715
S1 8.967 12.668 18.419
O3 8.370 11.349 18.483
O4 8.525 13.429 19.614
O5 10.423 12.501 18.328
O6 8.502 13.359 17.199
B1 7.768 12.740 22.381
H1 8.472 12.249 21.727
H2 6.939 12.085 22.597
H3 8.217 13.092 23.297
H4 7.383 13.581 21.825
C1 11.977 12.093 23.495
C2 11.677 13.567 23.470
C3 12.919 14.436 23.638
O7 11.248 13.828 22.202
H5 12.334 11.629 22.576
H6 10.998 11.616 23.544
H7 12.480 11.685 24.372
H8 10.871 13.870 24.138
H9 13.769 13.981 23.130
H10 13.217 14.394 24.686
H11 12.738 15.486 23.407
H12 11.916 13.466 21.614
C4 10.692 17.411 17.732
C5 11.350 17.705 16.372
C6 10.499 17.690 15.080
O8 11.924 18.973 16.503
H13 11.424 17.195 18.510
H14 10.277 16.416 17.572
H15 10.008 18.155 18.141
H16 12.246 17.111 16.192
H17 10.148 16.689 14.828
H18 10.995 18.170 14.236
H19 9.654 18.367 15.204
H20 12.453 18.984 17.304
C7 13.230 19.742 20.269
C8 13.860 18.353 20.401
C9 12.997 17.289 21.070
O9 14.419 17.995 19.165
H21 13.134 20.215 21.246
H22 12.330 19.708 19.654
H23 13.983 20.467 19.959
H24 14.674 18.653 21.061
H25 12.299 16.798 20.392
H26 12.447 17.712 21.910
H27 13.749 16.580 21.417
H28 14.518 17.040 19.167
C10 6.115 17.014 22.105
C11 6.810 17.190 20.754
C12 7.902 18.176 20.934
O10 7.246 15.889 20.397
H29 6.896 17.023 22.865
H30 5.677 16.016 22.123
H31 5.344 17.691 22.471
H32 6.016 17.468 20.060
H33 8.275 18.488 19.959
H34 8.828 17.729 21.296
H35 7.763 19.038 21.587
H36 7.371 15.857 19.446

Results
**LUMO**: 4.155 eV
**Charge**: -2
**E_HOMO**: -0.54 eV

---

Version Q
# C12H36BO10SV

A structure of composition C12H36BO10SV (ωB97M-V/def2-TZVPD, the OMol25 dataset).

CARTESIAN COORDINATES (ANGSTROEM)
O1 -1.415 -1.259 0.666
V1 -0.796 -0.630 -0.646
O2 0.412 0.378 -0.260
S1 -0.208 -2.807 -2.267
O3 0.594 -2.119 -1.181
O4 -1.438 -1.969 -2.354
O5 0.525 -2.819 -3.536
O6 -0.492 -4.174 -1.789
B1 -2.502 0.845 -1.249
H1 -2.079 1.131 -0.168
H2 -2.737 -0.314 -1.379
H3 -3.437 1.545 -1.553
H4 -1.593 1.024 -2.000
C1 1.239 1.226 -5.259
C2 1.061 1.089 -3.746
C3 0.490 2.371 -3.169
O7 0.112 0.069 -3.481
H5 1.861 0.418 -5.651
H6 1.771 2.154 -5.508
H7 0.264 1.262 -5.744
H8 2.014 0.849 -3.259
H9 -0.488 2.584 -3.603
H10 1.159 3.206 -3.419
H11 0.375 2.331 -2.086
H12 0.437 -0.772 -3.840
C4 -4.544 -3.272 0.062
C5 -3.349 -4.210 0.039
C6 -3.553 -5.447 0.922
O8 -3.140 -4.608 -1.306
H13 -5.498 -3.812 0.053
H14 -4.513 -2.636 -0.821
H15 -4.524 -2.608 0.931
H16 -2.490 -3.639 0.403
H17 -4.602 -5.744 0.998
H18 -3.140 -5.321 1.928
H19 -2.987 -6.261 0.463
H20 -2.173 -4.558 -1.452
C7 3.362 1.954 0.153
C8 3.303 3.064 1.178
C9 4.381 2.967 2.245
O9 3.479 4.358 0.559
H21 2.467 1.803 -0.449
H22 3.439 1.018 0.722
H23 4.283 1.989 -0.434
H24 2.314 3.055 1.649
H25 4.088 3.537 3.126
H26 5.343 3.257 1.826
H27 4.459 1.924 2.563
H28 2.689 4.554 0.046
C10 -0.141 0.777 3.141
C11 0.795 0.661 4.336
C12 1.153 2.024 4.928
O10 0.255 -0.208 5.342
H29 0.400 1.164 2.274
H30 -1.033 1.362 3.383
H31 -0.509 -0.194 2.802
H32 1.711 0.169 4.007
H33 2.011 2.428 4.389
H34 1.360 1.895 5.991
H35 0.334 2.741 4.824
H36 -0.559 0.196 5.659

Results
**LUMO**: 4.409 eV
**Charge**: -2
**E_HOMO**: -3.18 eV

---

What is the stability order? It is version Q, version P, from most stable to least stable.

---

Version P
# C3H6P2

The molecule C3H6P2 (ωB97M-V/def2-TZVPD, the OMol25 dataset).

CARTESIAN COORDINATES (ANGSTROEM)
C1 -0.219 -0.260 -0.638
C2 -0.918 1.047 -0.534
C3 -1.372 0.006 0.371
P1 3.303 0.471 -0.135
P2 1.450 -0.628 0.156
H1 -0.306 1.911 -0.158
H2 -1.423 1.182 -1.473
H3 -2.296 -0.570 0.340
H4 -0.923 -0.090 1.342
H5 1.120 -1.267 1.323
H6 1.585 -1.803 -0.594

Results
**LUMO (spin up / spin down)**: -0.968 / -1.367 eV
**E_HOMO (spin up / spin down)**: -7.26 / -7.62 eV

---

Version Q
# C3H6P2

The molecule C3H6P2 (ωB97M-V/def2-TZVPD, the OMol25 dataset).

CARTESIAN COORDINATES (ANGSTROEM)
C1 0.833 -0.611 -0.854
C2 -0.707 0.882 0.829
C3 -0.793 -0.262 -0.187
P1 2.312 0.404 -0.933
P2 2.158 -1.346 0.136
H1 0.455 -1.113 -1.736
H2 -1.062 0.586 1.882
H3 -1.188 1.879 0.500
H4 0.355 1.044 0.968
H5 -1.386 -0.344 -1.093
H6 -0.978 -1.117 0.486

Results
**LUMO**: -0.959 eV
**E_HOMO**: -8.51 eV

---

What is the stability order? It is version Q, version P, from most stable to least stable.